Record 1
20
Properties=species:S:1:pos:R:3:forces:R:3 method="wB97M-V/def2-TZVPD" orbital_gap_ev=9.7657 homo_energy_ha=-0.6663 total_charge=+2 lumo_energy_ev=-8.36 energy_ha=-924.9006 relative_energy_kcal_mol=19.9
C -1.153937 1.773975 1.357087 -1.742 -2.389 -1.151
C 0.184906 0.010167 0.051561 -0.798 0.133 0.193
N 0.187190 1.920563 1.324396 0.876 1.402 0.644
N 0.916488 1.186922 0.727314 1.071 -0.625 -0.517
N -1.115946 -0.046608 0.559146 -0.065 2.291 1.238
N 0.905688 -1.204610 0.425558 0.226 -0.050 -0.352
N 0.293583 0.183688 -1.390295 0.048 -0.474 -0.094
N 0.177762 -1.933828 1.402831 -0.432 -0.093 -0.092
N 0.295562 1.532857 -1.883736 0.025 0.290 0.076
Cl -1.990838 2.813410 0.243333 0.165 -0.197 0.433
H -1.627609 1.662252 2.329903 0.023 0.042 -0.088
H -1.875905 -0.057931 -0.104279 -0.045 -0.046 -0.318
H 1.888997 -1.049774 0.636800 -0.142 -0.142 0.238
H 1.034589 -0.386893 -1.790790 0.054 0.299 -0.161
H 0.574993 -1.945337 2.352140 0.019 0.161 -0.315
H 0.015766 -2.902858 1.093130 0.132 0.340 0.075
H -0.787112 -1.290243 1.333469 0.409 -0.378 0.218
H 1.181786 2.060833 -1.730790 -0.413 -0.255 -0.004
H -0.494278 2.061057 -1.424589 0.585 -0.339 -0.485
H 0.107214 1.501240 -2.903977 0.006 0.029 0.462



Record 2
15
Properties=species:S:1:pos:R:3:forces:R:3 method="wB97M-V/def2-TZVPD" orbital_gap_ev=9.2754 smiles="C=CO.C=NC" homo_energy_ha=-0.3187 lumo_energy_ev=0.60 energy_ha=-287.6848 relative_energy_kcal_mol=92.6
C 1.080009 0.378305 -1.348101 0.925 1.054 2.083
C -0.705845 1.645926 -2.141654 0.477 2.812 0.047
N 0.547773 1.579746 -1.967090 -0.124 -2.007 -2.393
H 2.165602 0.337627 -1.508048 -0.241 0.219 0.119
H 0.894507 0.472904 -0.264493 0.233 -0.627 -0.196
H 0.701545 -0.561833 -1.723994 -0.570 0.082 -0.123
H -0.963501 2.320204 -2.992385 -0.506 -0.119 0.932
H -1.464232 1.473982 -1.360634 -0.067 -1.325 -0.581
C 0.305774 -0.537348 2.515287 -0.779 -1.312 -0.889
C -0.395510 -1.479580 1.828172 0.224 2.338 2.017
O -0.730504 -1.333231 0.536416 -0.494 0.000 -0.692
H 0.630580 -0.803639 3.510017 -0.214 0.264 0.141
H 0.492994 0.456559 2.124255 0.504 -0.324 -0.197
H -0.989227 -2.169288 2.408278 0.510 -0.999 -0.101
H -1.569966 -1.780336 0.383974 0.122 -0.057 -0.167



Record 3
19
Properties=species:S:1:pos:R:3:forces:R:3 method="wB97M-V/def2-TZVPD" orbital_gap_ev=8.2687 smiles="C=C(C)[C@](C)(N)ON=O" homo_energy_ha=-0.3356 lumo_energy_ev=-0.86 energy_ha=-456.3345 relative_energy_kcal_mol=137.8
C -1.946407 0.282761 0.343159 -0.093 -0.185 -0.310
C -0.758620 -0.406949 -0.330576 1.614 1.643 1.204
N -0.491487 -1.685910 0.248171 0.160 -0.479 0.228
O -0.897872 -0.435966 -1.681071 1.291 -0.284 -1.118
H -1.152072 -2.037712 0.927567 -0.033 0.288 -0.144
H -0.248100 -2.410127 -0.412869 -0.128 0.205 -0.012
H -1.787997 0.403862 1.418012 0.056 -0.051 -0.153
H -2.129913 1.256563 -0.110261 0.168 -0.062 0.091
H -2.845649 -0.317886 0.169406 0.096 -0.049 0.077
C 1.809586 0.000276 0.735611 0.132 0.005 0.383
C 0.660050 0.632571 0.013639 -1.433 -0.336 0.711
C 0.525272 1.962800 -0.038701 -0.363 -0.447 0.033
N 0.765227 -0.379176 -2.062896 0.172 -2.999 -0.084
O 1.256936 -1.439785 -2.001340 -1.605 3.094 -0.224
H 2.365792 -0.681775 0.087704 -0.104 -0.152 0.094
H 2.532258 0.741046 1.090155 -0.153 0.153 -0.194
H 1.487892 -0.554125 1.621083 -0.065 -0.141 -0.251
H 1.136895 2.628009 0.565694 0.366 -0.106 -0.402
H -0.281792 2.441523 -0.582488 -0.078 -0.096 0.072



Record 4
19
Properties=species:S:1:pos:R:3:forces:R:3 method="wB97M-V/def2-TZVPD" orbital_gap_ev=9.6215 smiles=C[C@@H](O)[NH2+][C@@](C)(O)I homo_energy_ha=-0.5034 total_charge=+1 lumo_energy_ev=-4.08 energy_ha=-661.6384 relative_energy_kcal_mol=10.7
C 2.098234 -0.685467 -0.003688 -2.136 -0.225 -1.108
C -1.137620 0.557419 1.725563 -0.507 0.413 0.087
C 0.895811 -0.183897 -0.882662 2.377 3.094 1.580
C -1.366047 0.418460 0.299896 -0.867 -0.722 -2.525
N -0.487762 -0.640397 -0.432151 -0.910 1.716 -2.884
O 1.038800 -0.445968 -2.213334 -0.444 -0.643 -1.514
O -1.079822 1.512772 -0.432305 -1.533 2.790 -0.038
I -3.502910 -0.190391 -0.158668 0.863 -0.055 0.234
H 2.537455 -1.602745 -0.295037 0.242 -1.046 -1.034
H 2.836407 0.049399 -0.029529 1.191 1.286 -0.020
H 1.854148 -0.888734 0.995407 -0.686 0.243 1.666
H -2.081798 0.627056 2.192680 -0.877 0.624 0.803
H -0.527648 1.417360 1.874822 0.580 0.511 0.513
H -0.744476 -0.314923 2.113104 1.242 -1.759 1.043
H 0.810830 0.975023 -0.720619 0.418 -2.276 -0.367
H -1.028687 -0.846059 -1.335698 0.955 -0.025 1.425
H -0.372494 -1.437674 0.102917 -0.216 -2.343 1.319
H 1.921495 -0.630174 -2.619103 -0.890 0.200 1.290
H -1.663922 2.308946 -0.181588 1.199 -1.783 -0.469



Record 5
13
Properties=species:S:1:pos:R:3:forces:R:3 method="wB97M-V/def2-TZVPD" orbital_gap_ev="8.0874 / 7.9917" s_squared=2.005 homo_energy_ha="-0.2680 / -0.3803" lumo_energy_ev="0.79 / -2.36" energy_ha=-691.8226 relative_energy_kcal_mol=1.2 multiplicity=3
C -0.395690 -0.929618 1.273925 0.803 -0.237 -1.645
C 0.683658 -1.470272 0.712612 -1.941 -0.834 -0.796
C -0.657776 1.433513 -1.293299 -0.071 4.147 1.257
C -0.744518 0.131126 -1.826437 3.812 -0.090 1.259
O -1.479731 -0.672062 -2.209522 -0.469 -2.182 -1.533
Cl -3.549536 -0.463650 -1.879977 -2.490 0.268 0.454
H -1.274872 -0.838151 0.616636 -0.001 0.285 1.186
H -0.195519 -0.593527 2.272335 -1.089 0.433 0.421
H 0.605330 -1.954767 -0.280927 0.519 0.523 0.664
H 0.141123 1.946070 -1.850144 -0.342 -0.062 -0.303
H -1.573957 2.037290 -1.361161 -0.197 -0.128 -0.471
H -0.325083 1.757826 -0.259207 -0.203 -1.866 -0.751
H 1.465754 -1.651263 1.383312 1.668 -0.257 0.257